[1]
Below is a structure of composition C38H43BrN4O3S2V, with properties calculated with ωB97M-V/def2-TZVPD.

Output
**Frontier orbital gap (spin up / spin down)**: 7.982 / 7.930 eV
**Multiplicity**: 3
**Net charge**: +1

Each line ends with the Löwdin charge.
Geometry (Å):
V  0.266  -0.054  -1.459  1.05
C  3.624  1.542  -1.099  -0.06
C  3.467  0.208  -1.765  -0.58
N  2.347  -0.461  -1.910  0.00
C  2.502  -1.646  -2.637  -0.30
C  3.728  -1.828  -3.094  -0.32
S  4.784  -0.583  -2.585  1.12
C  1.288  -2.460  -2.901  -0.31
C  1.143  -3.755  -3.242  -0.30
S  -0.464  -4.003  -3.736  1.14
C  -0.939  -2.435  -3.260  -0.58
N  0.110  -1.730  -2.860  0.01
C  -2.337  -2.008  -3.126  -0.04
H  3.802  2.335  -1.888  0.12
H  4.380  1.486  -0.263  0.10
H  2.733  1.759  -0.510  0.05
H  4.109  -2.712  -3.602  0.10
H  1.839  -4.577  -3.220  0.09
H  -3.093  -2.688  -3.519  0.09
H  -2.470  -0.965  -3.520  0.09
H  -2.543  -1.827  -2.038  0.08
C  3.126  -1.454  1.420  -0.04
C  2.429  -1.725  2.731  -0.20
C  2.860  -2.743  3.520  -0.06
C  2.129  -3.172  4.624  -0.08
C  0.940  -2.609  4.979  -0.06
C  0.460  -1.543  4.237  -0.22
C  -0.777  -0.915  4.753  -0.04
C  1.215  -1.065  3.130  -0.17
N  0.602  -0.140  2.265  0.18
C  0.975  1.067  2.290  -0.25
C  2.111  1.712  3.121  0.01
C  0.200  2.075  1.485  -0.24
C  -0.479  3.108  2.346  0.01
N  -0.143  1.889  0.267  0.15
C  -1.066  2.827  -0.267  -0.22
C  -0.686  3.866  -1.112  -0.22
C  0.729  4.196  -1.340  -0.03
C  -1.698  4.673  -1.614  -0.08
C  -2.991  4.470  -1.438  -0.07
C  -3.382  3.461  -0.527  -0.01
C  -2.435  2.660  0.124  -0.18
C  -2.908  1.502  0.996  -0.03
H  4.160  -1.811  1.502  0.09
H  3.153  -0.422  1.143  0.04
H  2.682  -2.034  0.581  0.08
H  3.769  -3.274  3.353  0.11
H  2.468  -4.041  5.160  0.10
H  0.297  -2.954  5.821  0.14
H  -0.640  -0.562  5.784  0.09
H  -1.671  -1.617  4.813  0.11
H  -1.131  -0.119  4.153  0.04
H  3.079  1.349  2.756  0.08
H  2.064  1.537  4.182  0.08
H  1.929  2.840  3.043  0.09
H  -1.381  2.704  2.730  0.07
H  -0.829  4.031  1.824  0.12
H  0.087  3.408  3.234  0.09
H  1.284  3.399  -1.799  0.05
H  1.259  4.378  -0.431  0.08
H  0.880  5.049  -1.971  0.08
H  -1.355  5.466  -2.209  0.11
H  -3.695  5.133  -1.879  0.11
H  -4.391  3.330  -0.269  0.09
H  -4.003  1.221  0.850  0.11
H  -2.878  1.785  2.008  0.04
H  -2.286  0.583  0.821  0.07
C  -1.722  1.810  -4.392  -0.03
C  -0.346  1.218  -4.065  -0.48
C  0.908  1.979  -4.683  -0.01
O  -0.177  1.199  -2.660  -0.30
H  -1.802  1.881  -5.483  0.09
H  -1.783  2.801  -3.931  0.08
H  -2.491  1.084  -4.132  0.06
H  -0.395  0.240  -4.463  0.09
H  0.999  2.965  -4.178  0.08
H  0.650  2.213  -5.744  0.08
H  1.794  1.394  -4.829  0.05
Br  -3.958  -5.327  3.695  0.80
C  -2.984  -4.167  2.609  -0.70
C  -1.625  -4.384  2.444  -0.10
C  -0.868  -3.559  1.615  -0.01
C  -1.495  -2.681  0.798  -0.12
C  -2.921  -2.537  0.829  0.02
C  -3.620  -3.224  1.801  -0.10
C  -0.700  -1.722  0.010  -0.50
O  0.583  -1.677  -0.038  -0.07
O  -1.371  -0.828  -0.653  -0.15
H  -1.101  -5.232  2.847  0.11
H  0.180  -3.605  1.675  0.11
H  -3.426  -1.945  0.136  0.10
H  -4.667  -3.014  1.833  0.10

***

[2]
Below is a structure of composition C38H43BrN7O12Zr, with properties calculated with ωB97M-V/def2-TZVPD.

Output
**Frontier orbital gap**: 7.650 eV
**Energy above the lowest of the compared OMol25 structures with the same formula, charge and spin**: 6.85 kcal per mole
**Net charge**: -1

Each line ends with the Löwdin charge.
Geometry (Å):
Zr  -0.938  0.842  -0.427  1.99
O  -5.123  2.217  -5.055  0.08
C  -4.379  1.941  -3.954  -0.28
C  -3.750  0.718  -3.773  0.07
C  -2.994  0.541  -2.642  -0.17
N  -2.827  1.483  -1.690  0.09
C  -3.507  2.644  -1.832  -0.08
C  -4.279  2.889  -2.958  0.07
C  -3.594  3.747  -0.720  -0.60
O  -4.557  4.507  -0.878  -0.01
O  -2.722  3.741  0.165  0.00
C  -2.389  -0.811  -2.350  -0.59
O  -2.471  -1.722  -3.149  0.09
O  -1.855  -0.868  -1.172  -0.25
H  -5.077  1.467  -5.657  0.11
H  -3.822  -0.100  -4.479  0.13
H  -4.815  3.825  -3.002  0.13
O  -0.307  4.900  -0.909  0.11
C  -0.339  3.871  -0.283  -0.55
O  -0.338  2.674  -0.863  -0.25
C  0.034  3.889  1.207  -0.07
C  1.421  3.223  1.270  -0.24
C  2.171  3.576  2.558  -0.08
C  1.456  2.675  3.590  -0.09
C  0.380  2.043  2.713  -0.25
O  1.061  1.833  1.464  -0.10
C  -0.699  3.096  2.335  -0.07
C  -1.991  2.328  2.114  -0.57
O  -2.890  2.395  2.926  0.08
O  -1.943  1.418  1.172  -0.23
H  0.074  4.945  1.464  0.15
H  2.009  3.334  0.367  0.13
H  2.088  4.639  2.780  0.12
H  3.228  3.324  2.472  0.11
H  1.028  3.221  4.429  0.12
H  2.125  1.907  3.980  0.11
H  0.002  1.093  3.071  0.13
H  -0.901  3.761  3.173  0.15
C  4.410  0.756  -2.081  -0.03
N  3.130  0.730  -1.381  -0.07
C  2.340  1.916  -1.646  -0.05
C  2.797  -0.324  -0.586  -0.32
N  1.604  -0.542  -0.096  0.16
C  1.451  -1.567  0.874  -0.17
C  2.250  -2.717  0.961  -0.06
C  2.330  -3.487  2.106  -0.10
C  1.598  -3.110  3.219  -0.10
C  0.617  -2.145  3.065  -0.03
C  0.407  -1.490  1.840  -0.17
N  -0.830  -0.954  1.389  0.11
C  -1.969  -1.237  1.966  -0.36
N  -3.125  -1.242  1.205  -0.16
C  -4.318  -0.628  1.761  -0.04
C  -3.377  -2.364  0.314  -0.06
N  -2.106  -1.590  3.305  -0.17
C  -2.012  -0.593  4.353  -0.04
C  -2.965  -2.713  3.618  -0.05
N  3.917  -1.139  -0.284  -0.25
C  4.700  -0.804  0.873  -0.06
C  4.443  -2.099  -1.212  -0.08
H  4.579  1.776  -2.417  0.09
H  4.399  0.114  -2.967  0.09
H  5.242  0.470  -1.443  0.07
H  2.022  1.971  -2.687  0.09
H  2.960  2.791  -1.425  0.10
H  1.465  1.942  -1.028  0.02
H  2.809  -3.033  0.101  0.08
H  2.978  -4.354  2.124  0.10
H  1.725  -3.603  4.174  0.09
H  -0.027  -1.942  3.898  0.08
H  -4.068  0.315  2.243  0.08
H  -4.989  -0.403  0.930  0.10
H  -4.863  -1.274  2.461  0.07
H  -2.440  -2.809  -0.010  0.09
H  -3.913  -2.028  -0.573  0.09
H  -3.990  -3.124  0.819  0.08
H  -1.589  0.325  3.968  0.07
H  -1.398  -0.952  5.189  0.09
H  -3.007  -0.344  4.735  0.10
H  -2.867  -3.481  2.854  0.09
H  -4.022  -2.447  3.727  0.07
H  -2.630  -3.145  4.565  0.09
H  4.127  -0.142  1.523  0.10
H  5.648  -0.303  0.617  0.08
H  4.938  -1.707  1.445  0.09
H  3.727  -2.275  -2.014  0.08
H  4.624  -3.058  -0.707  0.09
H  5.395  -1.785  -1.663  0.08
Br  0.475  -5.033  -1.598  0.72
C  1.130  -3.668  -2.751  -0.67
C  2.039  -4.011  -3.739  -0.15
C  2.481  -3.022  -4.607  -0.09
C  2.012  -1.723  -4.483  -0.03
C  1.115  -1.390  -3.474  -0.11
C  0.670  -2.373  -2.594  -0.07
C  0.635  0.052  -3.381  -0.57
O  0.862  0.798  -4.322  0.05
O  0.055  0.394  -2.285  -0.20
H  2.379  -5.033  -3.837  0.09
H  3.182  -3.276  -5.393  0.10
H  2.326  -0.940  -5.162  0.11
H  -0.055  -2.129  -1.832  0.09

***

> Among the records above, which one has the lowest net charge?

C38H43BrN7O12Zr